Record 1
C3H7NO2 | the ωB97M-V functional and the def2-TZVPD basis

As for the energy above the lowest of the compared OMol25 structures with the same formula, charge and spin: 186.9 kJ/mol. For the lowest unoccupied orbital energy, the calculation gives 0.0357 hartree. As for the structure (SMILES): CC=O.NC=O. The calculation puts the HOMO-LUMO gap at 10.7 eV. As for the highest occupied orbital energy: -0.35897 Eh.

The geometry in ORCA input format:
```
! RIJCOSX wB97M-V def2-TZVPD def2/J DEFGRID3
* xyz 0 1
N 0.334 0.414 -2.497
C -0.102 -0.086 -1.325
O -0.710 -1.135 -1.194
C 0.282 -0.882 1.434
C -0.634 0.263 1.261
O -0.269 1.414 1.145
H 0.543 1.400 -2.513
H -0.060 -0.017 -3.316
H 1.316 -0.734 1.101
H -0.102 -1.862 1.130
H -1.690 -0.018 1.410
H 0.168 -0.656 2.519
H 0.150 0.593 -0.507
*
```

***

Record 2
C3H7NO2 | the ωB97M-V functional and the def2-TZVPD basis

As for the energy above the lowest of the compared OMol25 structures with the same formula, charge and spin: 212.3 kJ/mol. For the lowest unoccupied orbital energy, the calculation gives 0.0283 hartree. As for the structure (SMILES): CO/C(O)=C\N. The calculation puts the HOMO-LUMO gap at 8.6 eV. As for the highest occupied orbital energy: -0.28798 Eh.

The geometry in ORCA input format:
```
! RIJCOSX wB97M-V def2-TZVPD def2/J DEFGRID3
* xyz 0 1
C 2.026 0.269 -0.237
O 0.717 -0.237 -0.468
C -0.244 0.081 0.425
O 0.235 0.711 1.533
C -1.533 -0.192 0.194
N -2.035 -0.714 -1.034
H 2.621 -0.062 -1.089
H 2.449 -0.134 0.688
H 2.030 1.362 -0.184
H -0.523 1.024 2.043
H -2.266 0.038 0.966
H -1.443 -0.418 -1.803
H -2.033 -1.730 -1.035
*
```

***

Record 3
C3H7NO2 | the ωB97M-V functional and the def2-TZVPD basis

As for the energy above the lowest of the compared OMol25 structures with the same formula, charge and spin: 416.6 kJ/mol. For the lowest unoccupied orbital energy, the calculation gives -0.0342 hartree. As for the structure (SMILES): C=C(C)N=O.O. The calculation puts the HOMO-LUMO gap at 8.5 eV. As for the highest occupied orbital energy: -0.34772 Eh.

The geometry in ORCA input format:
```
! RIJCOSX wB97M-V def2-TZVPD def2/J DEFGRID3
* xyz 0 1
C -0.964 1.738 0.361
C -0.449 0.332 0.257
N -1.488 -0.635 0.061
O -1.123 -1.719 -0.360
C 0.816 -0.023 0.513
O 1.449 -1.651 -1.410
H -1.990 1.679 0.736
H -0.367 2.297 1.085
H -0.977 2.285 -0.586
H 0.508 -1.746 -1.173
H 1.100 -1.032 0.768
H 1.602 0.727 0.541
H 1.884 -2.252 -0.793
*
```

***

Record 4
C3H7NO2 | the ωB97M-V functional and the def2-TZVPD basis

As for the energy above the lowest of the compared OMol25 structures with the same formula, charge and spin: 200.0 kJ/mol. For the lowest unoccupied orbital energy, the calculation gives 0.0229 hartree. As for the structure (SMILES): O=CNCCO. The calculation puts the HOMO-LUMO gap at 10.3 eV. As for the highest occupied orbital energy: -0.35435 Eh.

The geometry in ORCA input format:
```
! RIJCOSX wB97M-V def2-TZVPD def2/J DEFGRID3
* xyz 0 1
O -1.366 -0.016 0.694
C -0.081 0.025 1.280
C 0.985 -0.518 0.309
N 0.730 0.026 -1.028
C -0.593 -0.010 -1.516
O -1.185 -0.962 -1.940
H -1.488 0.771 0.137
H -0.139 -0.583 2.186
H 0.161 1.057 1.567
H 0.989 -1.611 0.284
H 1.988 -0.195 0.619
H 1.053 0.984 -1.079
H -1.055 1.033 -1.513
*
```

***

Record 5
C3H7NO2 | the ωB97M-V functional and the def2-TZVPD basis

As for the energy above the lowest of the compared OMol25 structures with the same formula, charge and spin: 232.5 kJ/mol. For the lowest unoccupied orbital energy, the calculation gives -0.0164 hartree. As for the structure (SMILES): [H]/N=C/C=O.CO. The calculation puts the HOMO-LUMO gap at 9.5 eV. As for the highest occupied orbital energy: -0.36394 Eh.

The geometry in ORCA input format:
```
! RIJCOSX wB97M-V def2-TZVPD def2/J DEFGRID3
* xyz 0 1
C -2.342 -0.752 0.318
O -1.472 -0.056 -0.535
H -0.582 -0.442 -0.456
H -3.320 -0.281 0.231
H -2.431 -1.807 0.033
H -2.015 -0.696 1.363
C 1.447 1.624 -0.251
C 2.054 0.274 -0.072
N 1.308 -0.738 -0.102
O 2.090 2.637 -0.203
H 1.764 -1.639 0.026
H 0.360 1.607 -0.431
H 3.138 0.269 0.079
*
```

***

Record 6
C3H7NO2 | the ωB97M-V functional and the def2-TZVPD basis

As for the energy above the lowest of the compared OMol25 structures with the same formula, charge and spin: 416.7 kJ/mol. For the lowest unoccupied orbital energy, the calculation gives 0.0238 hartree. The calculation puts the HOMO-LUMO gap at 10.4 eV. As for the highest occupied orbital energy: -0.35693 Eh.

The geometry in ORCA input format:
```
! RIJCOSX wB97M-V def2-TZVPD def2/J DEFGRID3
* xyz 0 1
C 2.560 0.010 0.283
C 0.300 -0.663 -0.042
C -1.169 -0.134 0.027
H 3.193 -1.167 -0.030
H 2.471 -0.057 1.653
H 3.201 0.836 -0.205
H 0.470 -0.945 1.065
H 0.268 -1.564 -0.687
H -0.678 1.936 0.026
H -2.443 1.462 0.169
N -1.455 1.219 0.178
O 1.223 0.412 -0.589
O -2.027 -0.951 -0.016
*
```

***

Record 7
C3H7NO2 | the ωB97M-V functional and the def2-TZVPD basis

As for the energy above the lowest of the compared OMol25 structures with the same formula, charge and spin: 206.9 kJ/mol. For the lowest unoccupied orbital energy (alpha / beta), the calculation gives -0.1779 / -0.3534 hartree. The expectation value of S² is 0.76. The calculation puts the HOMO-LUMO gap (alpha / beta) at 10.5 / 5.4 eV. As for the highest occupied orbital energy (alpha / beta): -0.56331 / -0.55327 Eh.

The geometry in ORCA input format:
```
! RIJCOSX wB97M-V def2-TZVPD def2/J DEFGRID3
* xyz 1 2
C -0.343 0.395 0.479
C 1.166 -0.155 0.829
O 1.993 0.935 1.331
C -0.771 -0.279 -0.745
N -1.997 -0.697 -0.582
O -0.040 -0.304 -1.746
H -0.295 1.507 0.470
H -1.028 0.256 1.330
H 1.116 -1.012 1.564
H 1.580 -0.370 -0.244
H 1.734 0.972 2.244
H -2.496 -1.296 -1.182
H -2.559 0.004 -0.172
*
```

***

Record 8
C3H7NO2P | the ωB97M-V functional and the def2-TZVPD basis

As for the energy above the lowest of the compared OMol25 structures with the same formula, charge and spin: 124.0 kJ/mol. For the lowest unoccupied orbital energy (alpha / beta), the calculation gives 0.1541 / 0.0386 hartree. The expectation value of S² is 2.01. The calculation puts the HOMO-LUMO gap (alpha / beta) at 6.1 / 5.6 eV. As for the highest occupied orbital energy (alpha / beta): -0.07046 / -0.16771 Eh.

The geometry in ORCA input format:
```
! RIJCOSX wB97M-V def2-TZVPD def2/J DEFGRID3
* xyz -1 3
C -0.377 -0.723 -1.031
C -0.058 0.221 0.071
C -1.057 0.128 1.114
N -2.188 0.725 1.301
O 2.309 -1.345 0.258
O 2.321 0.695 -1.282
P 1.862 0.019 -0.071
H -0.015 -0.519 -2.019
H 0.021 -1.631 -0.740
H -0.165 1.262 -0.218
H 2.029 0.824 0.974
H -0.632 -0.412 2.019
H -1.477 -0.762 -1.063
H -2.573 1.517 0.687
*
```

***

Record 9
C3H7NO2S | the ωB97M-V functional and the def2-TZVPD basis

As for the energy above the lowest of the compared OMol25 structures with the same formula, charge and spin: 369.4 kJ/mol. For the lowest unoccupied orbital energy, the calculation gives -0.0157 hartree. As for the structure (SMILES): CC(C)(S)[N+](=O)[O-]. The calculation puts the HOMO-LUMO gap at 9.4 eV. As for the highest occupied orbital energy: -0.36198 Eh.

The geometry in ORCA input format:
```
! RIJCOSX wB97M-V def2-TZVPD def2/J DEFGRID3
* xyz 0 1
C -0.174 1.142 -0.855
C 1.070 0.009 1.066
C 0.001 -0.089 -0.002
N -1.274 -0.588 0.532
O -1.304 -0.904 1.696
O -2.213 -0.630 -0.231
S 0.815 -1.566 -1.155
H -1.145 1.140 -1.347
H 0.602 1.187 -1.613
H -0.090 2.032 -0.231
H 2.040 0.101 0.582
H 1.073 -0.895 1.670
H 0.914 0.865 1.716
H -0.316 -1.804 -1.829
*
```

***

Record 10
C3H7NO2S | the ωB97M-V functional and the def2-TZVPD basis

As for the energy above the lowest of the compared OMol25 structures with the same formula, charge and spin: 304.3 kJ/mol. For the lowest unoccupied orbital energy, the calculation gives 0.0147 hartree. As for the structure (SMILES): CS/C(CO)=N\O. The calculation puts the HOMO-LUMO gap at 10.2 eV. As for the highest occupied orbital energy: -0.35945 Eh.

The geometry in ORCA input format:
```
! RIJCOSX wB97M-V def2-TZVPD def2/J DEFGRID3
* xyz 0 1
C 0.451 1.673 0.618
C -0.620 -0.613 -0.438
C 0.637 -1.535 -0.404
H 1.077 2.554 0.384
H -0.315 1.975 1.258
H 1.044 0.857 1.091
H 0.434 -2.397 0.226
H 0.814 -1.895 -1.414
H 1.923 -0.126 -0.490
H -2.452 0.651 -0.121
N -1.708 -1.091 0.083
O 1.776 -0.897 0.088
O -2.778 -0.237 0.075
S -0.284 1.081 -0.955
*
```